# 1
DFT (ωB97M-V/def2-TZVPD) results for an isolated molecule of C3H10N2S in a non-equilibrium geometry.

Results
structure (SMILES): NCNCCS
DFT total energy: -627.9459 Eh
HOMO energy: -8.91 eV
strongest force on any atom: 0.0892 hartree/bohr
Kohn-Sham gap: 9.94 eV
ΔE to the lowest compared entry with this formula, charge and spin: 1.327 eV

XYZ file:
```
16
Properties=species:S:1:pos:R:3:lowdin_charge:R:1
N 2.33 1.50 0.83 -0.016
C 0.86 1.21 0.95 -0.275
N 0.48 0.16 -0.07 -0.101
C -0.99 -0.15 -0.23 -0.327
C -1.11 -1.41 -1.12 -0.601
S -2.29 -2.57 -0.38 0.667
H 2.92 0.66 0.67 0.078
H 2.45 2.39 0.36 0.050
H 0.32 2.18 0.82 0.121
H 0.72 0.72 1.83 0.065
H 0.80 0.33 -1.05 0.114
H -1.60 0.71 -0.71 0.127
H -1.50 -0.30 0.74 0.080
H -0.16 -1.92 -1.46 0.083
H -1.46 -1.02 -2.07 0.055
H -1.77 -2.49 0.90 -0.118
```

***

# 2
DFT (ωB97M-V/def2-TZVPD) results for an isolated molecule of C24H17N5O3 in a non-equilibrium geometry.

Results
structure (SMILES): O=C1NC(=O)C(c2cn(CCC3N=CC=N3)c3ccccc23)=C1c1noc2ccccc12
DFT total energy: -1424.1292 Eh
HOMO energy: -8.33 eV
strongest force on any atom: 0.1267 hartree/bohr
Kohn-Sham gap: 7.15 eV
ΔE to the lowest compared entry with this formula, charge and spin: 0.000 eV

XYZ file:
```
49
Properties=species:S:1:pos:R:3:lowdin_charge:R:1
O 2.23 0.07 -4.69 0.146
C 2.58 0.59 -3.65 -0.470
N 2.96 1.84 -3.63 0.204
C 2.59 2.36 -2.40 -0.376
O 2.48 3.53 -2.01 0.121
C 2.02 1.37 -1.57 -0.014
C 1.43 1.56 -0.28 -0.143
C 1.82 0.89 0.85 0.072
N 0.85 1.30 1.85 -0.040
C 0.80 0.90 3.26 -0.141
C 0.95 -0.62 3.42 -0.111
C -0.13 -1.28 2.52 -0.336
N -0.13 -2.76 2.53 0.113
C -1.40 -3.15 2.65 -0.101
C -2.21 -2.03 2.85 -0.158
N -1.55 -0.91 2.93 0.122
C -0.18 2.00 1.20 -0.182
C -1.50 2.33 1.64 -0.016
C -2.34 3.15 0.88 -0.087
C -1.94 3.52 -0.44 -0.081
C -0.67 3.08 -0.93 0.013
C 0.21 2.30 -0.08 -0.136
C 2.10 0.18 -2.35 0.033
C 1.62 -1.16 -2.25 -0.186
N 2.39 -2.13 -2.64 0.198
O 1.56 -3.30 -2.72 0.035
C 0.32 -2.93 -2.34 -0.202
C -0.87 -3.67 -1.99 0.037
C -2.04 -3.00 -1.48 -0.088
C -2.08 -1.64 -1.34 -0.079
C -0.87 -0.87 -1.54 0.029
C 0.23 -1.57 -2.04 -0.094
H 2.70 2.35 -4.47 0.182
H 2.67 0.26 0.98 0.133
H 1.54 1.46 3.84 0.114
H -0.19 1.34 3.71 0.143
H 1.96 -0.94 3.12 0.116
H 0.79 -0.91 4.44 0.105
H -0.10 -0.89 1.45 0.160
H -1.66 -4.16 2.54 0.088
H -3.23 -1.85 3.01 0.093
H -1.73 1.92 2.54 0.051
H -3.34 3.50 1.34 0.130
H -2.65 4.11 -1.00 0.090
H -0.22 3.26 -1.95 0.116
H -0.86 -4.72 -2.15 0.092
H -2.90 -3.63 -1.38 0.092
H -3.05 -1.22 -1.04 0.107
H -0.94 0.17 -1.20 0.106
```

***

# 3
DFT (ωB97M-V/def2-TZVPD) results for an isolated molecule of C3H4OS2 in a non-equilibrium geometry.

Results
structure (SMILES): S=C1CSCO1
DFT total energy: -988.2491 Eh
HOMO energy: -8.73 eV
strongest force on any atom: 0.0912 hartree/bohr
Kohn-Sham gap: 8.64 eV
ΔE to the lowest compared entry with this formula, charge and spin: 2.260 eV

XYZ file:
```
10
Properties=species:S:1:pos:R:3:lowdin_charge:R:1
S 2.74 -0.10 -0.26 0.681
C 1.14 0.15 0.10 -0.909
C 0.25 -1.17 0.25 -0.409
S -1.50 -0.59 -0.23 0.861
C -1.13 1.05 -0.17 -0.451
O 0.42 1.25 0.27 -0.115
H 0.60 -2.05 -0.35 0.075
H 0.46 -1.65 1.26 0.095
H -1.75 1.72 0.40 0.069
H -1.24 1.39 -1.27 0.102
```

***

# 4
DFT (ωB97M-V/def2-TZVPD) results for a structure of composition C12H12INO4S2Ti.

Results
total charge: -1
DFT total energy: -2763.8012 Eh
HOMO energy (spin up / spin down): -3.16 / -5.23 eV
strongest force on any atom: 0.0161 hartree/bohr
Kohn-Sham gap (spin up / spin down): 5.31 / 7.27 eV
2S+1: 2
ΔE to the lowest compared entry with this formula, charge and spin: 0.323 eV

XYZ file:
```
33
Properties=species:S:1:pos:R:3:mulliken_spin:R:1
Ti -1.68 0.68 -0.08 0.049
C -2.68 -1.38 -3.99 0.000
C -2.76 -0.87 -2.57 -0.002
S -2.15 0.78 -2.34 0.004
C -3.24 -1.60 -1.56 0.002
C -3.74 -3.01 -1.74 0.000
S -3.31 -1.03 0.12 -0.002
H -2.36 -0.59 -4.67 0.000
H -3.64 -1.75 -4.35 0.000
H -1.95 -2.19 -4.08 0.000
H -3.86 -3.28 -2.79 0.000
H -4.70 -3.14 -1.24 0.000
H -3.05 -3.73 -1.29 0.000
O -0.08 1.76 0.17 0.023
C 0.57 0.68 0.62 0.141
O -0.18 -0.39 0.58 0.043
C 1.88 0.72 1.10 0.074
C 2.50 -0.47 1.59 0.108
C 3.78 -0.44 2.07 -0.015
C 4.49 0.78 2.10 0.158
C 3.89 1.97 1.62 -0.015
C 2.62 1.94 1.13 0.112
N 5.80 0.81 2.61 0.035
O 6.41 1.90 2.63 0.111
O 6.31 -0.23 3.04 0.112
H 1.94 -1.40 1.56 0.020
H 4.26 -1.33 2.44 0.010
H 4.47 2.88 1.65 0.010
H 2.16 2.84 0.76 0.021
I -2.46 1.50 2.77 0.000
C -2.84 2.21 0.77 -0.001
H -2.47 3.23 0.74 0.002
H -3.92 2.16 0.63 0.001
```